[1]
68
Properties=species:S:1:pos:R:3:nbo_charge:R:1 method="wB97M-V/def2-TZVPD" homo_energy_ha=-0.2975 energy_ev=-59042.12240 e_above_lowest_ev=0.000 homo_lumo_gap_ev=7.99
C 1.1585 -5.8279 -3.4504 -0.6287
C 1.3132 -4.4756 -2.8243 -0.0054
C 2.4577 -4.1418 -2.1142 -0.2119
C 2.5880 -2.9042 -1.5098 -0.2112
C 1.5712 -1.9655 -1.6027 0.0599
C 0.4319 -2.2877 -2.3315 -0.2175
C 0.3031 -3.5269 -2.9265 -0.2111
H -0.5943 -3.7609 -3.4817 0.2083
H -0.3665 -1.5649 -2.4301 0.2075
C 1.6913 -0.5917 -0.9796 -0.1638
N 0.4195 -0.1695 -0.3913 -0.4755
C -0.3293 -1.0351 0.3470 0.6797
O 0.1376 -2.0970 0.7761 -0.6756
C -1.7298 -0.7341 0.5580 -0.4429
C -2.5959 -1.5662 1.2784 0.2207
N -2.2564 -2.6455 1.9869 -0.7762
H -1.3123 -2.9893 1.8933 0.4305
H -3.0093 -3.1864 2.3899 0.4334
C -3.9354 -1.0711 1.1696 0.0049
N -4.0767 0.0106 0.4338 -0.5756
S -2.6703 0.5358 -0.1675 0.7123
C -5.0954 -1.7341 1.7975 0.6413
O -4.9917 -2.7643 2.4446 -0.6318
N -6.2669 -1.1049 1.5844 -0.8006
H -6.2812 -0.2646 1.0328 0.4164
H -7.1161 -1.4856 1.9653 0.4063
C 0.0702 1.1933 -0.5075 0.1990
C -0.0491 1.7932 -1.7529 -0.2987
C -0.3768 3.1378 -1.8519 0.2918
C -0.6146 3.8832 -0.6916 0.2157
C -0.4679 3.2794 0.5515 -0.2255
C -0.1195 1.9491 0.6483 -0.2499
H 0.0015 1.4813 1.6128 0.2418
H -0.6327 3.8787 1.4319 0.2320
O -0.9946 5.1975 -0.7385 -0.4797
C -1.4361 5.6062 -2.0146 -0.0977
C -0.4758 5.1008 -3.0898 -0.0985
H -0.7916 5.4148 -4.0855 0.2046
O -0.4593 3.6899 -3.1013 -0.4926
H 0.5325 5.4845 -2.8833 0.1823
H -1.4738 6.6961 -1.9952 0.2046
H -2.4399 5.2040 -2.2086 0.1813
H 0.1027 1.2374 -2.6646 0.2355
H 1.9173 0.1297 -1.7748 0.2434
C 2.8702 -0.4846 0.0117 0.6825
O 3.8570 0.1733 -0.2613 -0.6467
N 2.6990 -1.1864 1.1354 -0.6230
C 3.6526 -1.2152 2.2164 -0.2371
H 4.6573 -1.3589 1.8054 0.2084
H 3.3994 -2.0687 2.8456 0.2051
C 3.6563 0.0852 3.0628 0.0938
C 4.7518 1.0760 2.6429 -0.4474
H 5.6768 0.9165 3.1924 0.2133
C 4.0973 2.4230 2.9276 -0.4262
H 4.5188 3.2372 2.3440 0.2175
C 2.6565 2.1133 2.5359 -0.0645
H 1.9182 2.7527 3.0248 0.1816
O 2.4179 0.7782 2.9520 -0.5430
H 2.5352 2.1933 1.4465 0.1715
H 4.1585 2.6677 3.9895 0.1984
H 4.9379 0.9758 1.5733 0.2440
H 3.7826 -0.1950 4.1200 0.1702
H 1.8202 -1.6881 1.2460 0.4411
H 3.4927 -2.6691 -0.9703 0.2178
H 3.2603 -4.8603 -2.0286 0.2081
H 2.1284 -6.2757 -3.6531 0.2151
H 0.5972 -5.7627 -4.3800 0.2156
H 0.6143 -6.4894 -2.7755 0.2207


[2]
68
Properties=species:S:1:pos:R:3:lowdin_charge:R:1 method="wB97M-V/def2-TZVPD" homo_energy_ha=-0.0564 energy_ev=-85976.40300 e_above_lowest_ev=0.133 homo_lumo_gap_ev=5.96 total_charge=-2
Pd 0.7062 1.1158 -0.1415 0.2026
N -1.3621 -0.9479 1.9251 0.1213
C -2.5075 -0.7551 1.1791 -0.3179
C -3.5266 -1.7178 1.1969 -0.0518
C -4.7189 -1.5212 0.5242 -0.1272
C -4.9357 -0.3500 -0.1908 -0.1319
C -3.9338 0.6136 -0.2144 -0.1066
C -2.7250 0.4418 0.4501 -0.2789
P -1.3626 1.6787 0.4505 0.9475
C -2.1418 3.0351 -0.5217 -0.3547
C -1.9754 2.9575 -1.9070 -0.1215
C -2.4946 3.9328 -2.7419 -0.1004
C -3.1631 5.0278 -2.2044 -0.1211
C -3.3091 5.1308 -0.8298 -0.1068
C -2.8083 4.1368 0.0054 -0.0847
C -1.5290 2.2705 2.1904 -0.3425
C -2.7485 2.4342 2.8468 -0.1095
C -2.7905 2.8373 4.1731 -0.1071
C -1.6064 3.0691 4.8646 -0.1160
C -0.3885 2.8876 4.2274 -0.0853
C -0.3491 2.4874 2.8966 -0.0836
H -1.1798 -1.9158 2.1467 0.0964
H -0.5021 -0.5427 1.5442 0.0133
H -3.3560 -2.6383 1.7451 0.1004
H -5.4802 -2.2933 0.5521 0.0860
H -5.8635 -0.1878 -0.7260 0.0803
H -4.1026 1.5285 -0.7695 0.0903
H -1.4075 2.1226 -2.3062 0.0884
H -2.3598 3.8497 -3.8141 0.0942
H -3.5546 5.8015 -2.8549 0.0861
H -3.8156 5.9873 -0.3991 0.0895
H -2.9306 4.2286 1.0774 0.0877
H -3.6714 2.2211 2.3177 0.1048
H -3.7457 2.9547 4.6726 0.0882
H -1.6365 3.3697 5.9061 0.0865
H 0.5389 3.0315 4.7681 0.0986
H 0.5981 2.2979 2.4000 0.0804
O 3.3184 -1.4381 2.8446 -0.3491
S 3.0203 -0.3873 1.8848 0.4201
O 1.5934 -0.1422 1.7238 -0.4320
O 3.7781 0.8417 2.0962 -0.3772
C 3.7429 -1.0316 0.3289 -0.2091
C 5.1409 -0.8934 0.3856 -0.1034
C 5.9697 -1.3086 -0.6319 -0.1094
C 5.4103 -1.8878 -1.7670 -0.1101
C 4.0441 -2.0400 -1.8353 -0.1026
C 3.1829 -1.6295 -0.8027 -0.2106
S 1.4663 -2.0464 -1.2793 0.4123
O 1.5133 -3.5010 -1.3445 -0.3586
O 0.5318 -1.5332 -0.2938 -0.3899
O 1.3457 -1.4083 -2.5877 -0.3780
H 5.5576 -0.4215 1.2643 0.0998
H 7.0426 -1.1751 -0.5479 0.0879
H 6.0364 -2.2157 -2.5896 0.0881
H 3.5916 -2.4864 -2.7102 0.1008
C 2.0818 3.9325 -1.5967 -0.3065
P 2.1199 2.0890 -1.6072 0.6896
C 1.7770 1.7893 -3.3861 -0.2874
C 3.9417 1.8465 -1.6128 -0.2793
H 2.7113 4.3687 -2.3806 0.0234
H 2.4228 4.2831 -0.6212 0.0279
H 1.0494 4.2612 -1.7293 0.0155
H 2.5072 2.2872 -4.0341 0.0283
H 0.7778 2.1633 -3.6207 0.0177
H 1.7852 0.7106 -3.5493 0.0112
H 4.4414 2.5195 -2.3186 0.0289
H 4.1631 0.8116 -1.8807 0.0216
H 4.3227 2.0112 -0.6030 0.0352


[3]
69
Properties=species:S:1:pos:R:3:nbo_charge:R:1 method="wB97M-V/def2-TZVPD" homo_energy_ha=-0.4994 energy_ev=-101653.94687 homo_lumo_gap_ev=5.25 total_charge=+2
Pb 0.8525 1.4380 -0.3039 1.2647
C -2.2208 3.1846 -2.1929 -0.5320
C -1.6176 2.3665 -3.3278 -0.5240
S -0.8582 0.8123 -2.7327 0.1785
C 0.4139 0.5180 -4.0146 -0.5173
C 1.5997 -0.2957 -3.5068 -0.5425
S 2.6530 0.4616 -2.2174 0.2422
C 3.2865 1.9343 -3.1054 -0.5251
C 3.6175 3.1051 -2.1920 -0.5410
S 2.2481 3.7750 -1.2048 0.2679
C 1.1989 4.5024 -2.5102 -0.5464
C -0.0955 5.0391 -1.9101 -0.5359
S -1.0709 3.8395 -0.9354 0.2142
H -2.9352 2.5893 -1.6222 0.2278
H -2.7522 4.0407 -2.6093 0.2505
H -0.8658 2.9345 -3.8720 0.2220
H -2.4106 2.0931 -4.0251 0.2444
H 0.7227 1.4905 -4.3955 0.2181
H -0.0572 -0.0286 -4.8309 0.2496
H 2.2480 -0.5443 -4.3464 0.2550
H 1.2670 -1.2258 -3.0443 0.2560
H 2.5617 2.2139 -3.8672 0.2154
H 4.1999 1.6086 -3.6029 0.2590
H 4.0158 3.9271 -2.7869 0.2527
H 4.3574 2.8267 -1.4425 0.2836
H 1.0128 3.7541 -3.2799 0.2000
H 1.7475 5.3349 -2.9538 0.2497
H -0.7527 5.4285 -2.6874 0.2460
H 0.1240 5.8471 -1.2131 0.2570
O 3.2916 -1.6829 5.3201 -0.6182
C 2.6593 -1.0588 4.3237 0.3643
C 1.3051 -1.2264 4.0410 -0.2534
C 0.7579 -0.5727 2.9525 0.0557
N 1.4566 0.2389 2.1373 -0.4796
C 2.7442 0.4179 2.4526 0.1260
C 3.3795 -0.1953 3.5183 -0.2257
C 3.5985 1.3513 1.5727 0.7569
O 4.7163 1.6013 1.9688 -0.5895
O 3.0343 1.7701 0.4925 -0.9047
C -0.6745 -0.8712 2.7297 0.7897
O -1.3290 -1.5902 3.4478 -0.5513
O -1.2584 -0.2925 1.6382 -0.4755
H 2.7107 -2.2592 5.8276 0.4963
H 0.6771 -1.8637 4.6513 0.2476
H 4.4223 0.0156 3.7093 0.2844
O -0.1118 -1.7933 -0.5686 -0.9455
S -1.2992 -2.6798 -0.5033 1.3211
C -1.0415 -3.7953 0.8838 -0.2135
C 0.2662 -3.9871 1.2930 -0.2428
C 0.5134 -4.8844 2.3230 -0.1770
C -0.5351 -5.5663 2.9240 -0.1710
C -1.8421 -5.3705 2.4892 -0.1806
C -2.1036 -4.4876 1.4557 -0.2499
C -2.6791 -1.7150 0.2280 -0.0487
C -2.5421 -0.8362 1.4050 -0.0644
C -3.6188 0.1160 1.6380 0.0273
C -4.8268 -0.0479 1.0316 -0.2698
C -4.9878 -1.0595 0.0752 0.0476
C -3.9087 -1.8509 -0.3491 -0.2847
H 1.0704 -3.4355 0.8206 0.2515
H 1.5331 -5.0574 2.6443 0.2368
H -0.3383 -6.2583 3.7322 0.2406
H -2.6574 -5.9112 2.9523 0.2404
H -3.1222 -4.3406 1.1104 0.2195
H -2.6572 -1.5679 2.2922 0.3965
H -3.4434 0.9011 2.3667 0.2610
H -5.6517 0.6124 1.2669 0.2682
H -5.9585 -1.1941 -0.3883 0.2581
H -4.0396 -2.5438 -1.1729 0.2663


[4]
70
Properties=species:S:1:pos:R:3:lowdin_spin:R:1 method="wB97M-V/def2-TZVPD" multiplicity=4 homo_energy_ha="-0.4488 / -0.4504" energy_ev=-127699.55301 e_above_lowest_ev=7.746 homo_lumo_gap_ev="5.67 / 5.62" total_charge=+2 s_squared=3.771
Tc 0.4059 0.3080 -0.2913 2.5930
O 1.3965 -0.3570 1.5067 0.0436
C 0.8545 -0.1307 2.8331 0.0118
C 1.0867 -1.0543 3.8241 0.0006
C 0.6284 -0.7987 5.1079 0.0127
C -0.0515 0.3799 5.3714 -0.0013
C -0.3088 1.2644 4.3387 0.0124
C 0.1101 1.0317 3.0260 0.0038
C -0.3880 1.9948 2.0298 0.0820
N -0.4105 1.8125 0.7639 -0.0150
N -1.1459 2.7619 0.0491 -0.0042
C -1.0622 2.6234 -1.2373 -0.0031
O -0.3426 1.5865 -1.7324 0.0458
C -1.7991 3.5341 -2.1156 0.0000
C -2.0787 3.2226 -3.4462 0.0005
C -2.8455 4.0885 -4.2100 0.0002
C -3.3277 5.2666 -3.6581 -0.0015
C -3.0439 5.5847 -2.3346 0.0003
C -2.2863 4.7247 -1.5646 -0.0017
H 1.6223 -1.9741 3.6203 0.0000
H 0.8155 -1.5200 5.8940 0.0007
H -0.3998 0.5992 6.3721 -0.0003
H -0.8749 2.1678 4.5333 0.0002
H -0.8844 2.8843 2.4010 0.0022
H -1.6985 2.3126 -3.8843 0.0014
H -3.0577 3.8433 -5.2433 0.0000
H -3.9229 5.9427 -4.2605 -0.0001
H -3.4110 6.5084 -1.9042 0.0000
H -2.0590 4.9684 -0.5351 -0.0001
N 3.9154 -2.6153 0.9223 0.0013
C 4.5338 -1.9045 1.9607 -0.0001
C 5.7671 -2.0702 2.5795 0.0001
C 6.0991 -1.1367 3.5354 -0.0001
C 5.2358 -0.0716 3.8583 0.0003
C 4.0099 0.0854 3.2482 0.0000
C 3.6820 -0.8712 2.2944 0.0001
N 2.5713 -1.0644 1.4490 -0.0002
C 2.7464 -2.0861 0.6069 0.0020
C 2.0091 -2.3938 -0.6197 0.0046
C 2.1675 -3.5336 -1.3342 0.0008
S 1.4739 -3.3475 -2.8684 0.0081
C 1.0175 -1.7537 -2.4927 0.0267
N 1.3203 -1.3806 -1.2747 0.0119
H 4.3517 -3.3501 0.3843 0.0000
H 6.4356 -2.8801 2.3089 0.0000
H 7.0530 -1.2153 4.0411 0.0000
H 5.5444 0.6499 4.6043 0.0000
H 3.3578 0.9122 3.4934 0.0000
H 2.6473 -4.4586 -1.0345 0.0000
H 0.5498 -1.0607 -3.2003 0.0004
N -1.6058 -2.3269 0.6725 0.0054
N -1.5482 -0.9162 0.9612 0.0658
H -0.9574 -2.7931 1.2922 0.0000
H -2.5275 -2.6950 0.8830 0.0015
H -1.7929 -0.7413 1.9319 0.0023
H -2.2477 -0.4598 0.3873 0.0009
C -2.4240 -3.0891 -2.6906 0.0039
As -2.1935 -1.1519 -2.4717 0.0213
C -4.0682 -0.6622 -2.1838 0.0041
C -2.1548 -0.7306 -4.3812 0.0044
S 0.6814 1.5611 -3.2354 0.0482
H -3.4703 -3.3096 -2.9075 0.0006
H -2.1223 -3.6247 -1.7913 0.0001
H -1.8237 -3.4347 -3.5334 0.0000
H -4.6535 -0.9706 -3.0501 0.0007
H -4.1620 0.4161 -2.0581 0.0000
H -4.4684 -1.1598 -1.2987 0.0000
H -2.8957 -1.3483 -4.8925 0.0006
H -1.1734 -0.9123 -4.8173 0.0001
H -2.4022 0.3186 -4.5326 0.0001